1.
{
  "formula": "C2H6N2OS",
  "method": "wB97M-V/def2-TZVPD",
  "symbols": ["C", "C", "H", "H", "H", "H", "H", "H", "N", "N", "O", "S"],
  "coordinates": [[0.93920, -0.34511, -0.66106], [-0.08306, 0.73867, -0.19662], [-0.47595, -1.61833, -0.94267], [1.91442, -0.18697, -0.22687], [0.98113, -0.21397, -1.77650], [-0.06601, 1.85477, -1.74784], [-1.53785, 0.97724, 1.09909], [-0.76984, -1.47613, 2.29308], [-0.57524, 1.70573, -0.85407], [-0.64859, 0.53508, 1.02668], [0.34178, -1.63080, -0.38146], [-0.01999, -0.34017, 2.36823]],
  "forces_ev_per_angstrom": [[-2.0, 0.7, -1.2], [0.7, -0.6, -0.1], [1.0, -0.3, 0.8], [0.2, -0.5, 0.3], [0.4, 0.0, 0.9], [-0.7, -0.4, 0.6], [-0.4, 0.5, 0.5], [0.3, 0.3, -0.2], [1.0, 0.5, -1.3], [0.2, -1.2, 1.4], [-0.2, 0.7, -1.0], [-0.6, 0.4, -0.7]],
  "mulliken_charge": [-0.52, 0.64, 0.32, 0.33, 0.28, 0.24, 0.26, 0.14, -0.75, -0.31, -0.49, -0.14],
  "spin_multiplicity": 1,
  "total_charge": 0,
  "e_tot_ev": -18032.97450,
  "smiles": "[H]/N=C(\\CO)NS"
}

***

2.
{
  "formula": "C2H6N2OS",
  "method": "wB97M-V/def2-TZVPD",
  "symbols": ["C", "C", "H", "H", "H", "H", "H", "H", "N", "N", "O", "S"],
  "coordinates": [[-1.38055, -0.48414, 0.13771], [0.07053, -0.10977, -0.08966], [-1.80923, -0.86526, -0.81155], [-1.38339, -1.33236, 0.89004], [-1.96996, 0.39937, 0.42896], [0.70001, -1.37285, 1.33603], [2.71373, 0.54253, 0.69595], [-0.32386, 2.47011, -1.43013], [0.96962, -1.05232, 0.41201], [0.46815, 0.91802, -0.72225], [-0.68806, 1.64146, -1.10645], [2.63300, -0.75477, 0.25935]],
  "forces_ev_per_angstrom": [[0.3, -0.7, 0.3], [-0.8, -0.6, 0.1], [0.3, 0.2, 0.5], [-0.4, 1.1, -0.8], [0.2, -0.6, 0.1], [0.1, 0.0, -0.2], [-0.2, -0.5, -0.1], [0.1, 0.0, -0.1], [0.3, 0.5, 0.1], [-0.3, 0.1, 0.3], [0.2, 0.2, -0.3], [0.4, 0.3, 0.1]],
  "mulliken_charge": [-0.83, 0.66, 0.24, 0.29, 0.29, 0.29, 0.14, 0.35, -0.37, -0.46, -0.41, -0.17],
  "spin_multiplicity": 1,
  "total_charge": 0,
  "e_tot_ev": -18032.22620,
  "smiles": "C/C(=N\\O)NS"
}

***

3.
{
  "formula": "C2H6N2S",
  "method": "wB97M-V/def2-TZVPD",
  "symbols": ["C", "C", "H", "H", "H", "H", "H", "H", "N", "N", "S"],
  "coordinates": [[-0.49904, -1.42247, 0.30299], [-0.17329, 0.02453, 0.15562], [0.31332, -1.98382, 0.93284], [-1.57533, -1.56271, 0.78778], [-0.17331, -1.84753, -0.81855], [1.63573, 0.96916, -0.52880], [1.53734, -0.48003, -2.31527], [2.33439, -1.34631, -0.76736], [0.76206, 0.17881, -0.76827], [1.26025, -0.99575, -1.36984], [-0.88714, 1.27235, 0.93278]],
  "forces_ev_per_angstrom": [[-0.7, -2.1, -0.3], [-1.2, -0.7, 1.5], [-1.5, 1.2, -0.8], [2.5, 0.1, -1.3], [-2.1, 0.4, 3.1], [-3.9, -2.5, -1.0], [0.1, -2.4, 2.1], [-4.0, 1.3, -2.5], [5.0, 3.2, 0.5], [5.6, 1.4, -1.6], [0.1, 0.1, 0.2]],
  "mulliken_charge": [-0.83, 0.20, 0.21, 0.26, 0.42, 0.33, 0.31, 0.28, -0.22, -0.60, -0.35],
  "spin_multiplicity": 1,
  "total_charge": 0,
  "e_tot_ev": -15982.87448
}

***

Per-record orbital gap, eV: 9.86; 9.71; 8.37
Per-record LUMO energy, eV: 0.71; 0.81; 0.15
Per-record relative energy (zero: lowest compared OMol25 entry of this formula, charge and spin), eV: 1.831; 2.579; 3.924